A structure of composition C27H49Cl2CuO13S3 in a non-equilibrium geometry, computed with ωB97M-V/def2-TZVPD.

Summary:
ΔE to the lowest compared entry with this formula, charge and spin in eV: 0.402
E_tot in eV: -157597.7153

The geometry in XYZ format:
```
95
Properties=species:S:1:pos:R:3:mulliken_charge:R:1
Cu -0.2791 0.7799 0.1858 2.12
Cl 1.0587 -0.4185 5.0988 -0.26
Cl -0.6476 -2.2932 3.0727 -0.26
S -2.9982 -1.6073 0.6188 1.02
S 3.2748 -3.6996 0.8403 1.20
S 0.9170 0.0598 -3.1630 0.91
O 0.4975 -0.4167 -1.8471 -0.33
O 0.1445 -0.2109 -4.3373 -0.80
O -3.6976 -3.9870 -3.2912 -0.68
O -2.3000 -5.1492 -2.0756 -0.34
O -1.7726 -0.8671 0.2370 -0.32
O -3.0887 3.5503 -0.1285 -0.38
O -3.0386 -3.0678 0.7217 -0.77
O 3.4361 -3.1501 2.1749 -0.67
O -1.4643 1.5791 2.3956 -0.52
O 1.9532 1.1382 1.0432 -0.51
O -0.8797 1.8485 4.5142 -0.34
O -1.1998 2.6956 -0.9657 -0.55
O 2.0676 -4.4595 0.5902 -0.60
C -4.9493 -0.0654 1.6421 -0.74
C 1.2373 1.9452 -3.1170 0.00
C 3.5429 -2.3278 -0.4514 0.12
C -1.0333 2.3142 3.2758 0.24
C -4.8923 0.1004 0.1717 -0.11
C 1.7126 -1.2236 3.6219 -0.58
C -1.3980 -3.0932 -2.7581 -0.18
C 0.6494 -1.3057 2.5110 2.48
C -3.0754 5.6172 -1.2192 -0.65
C -0.3401 2.8088 5.4019 -0.34
C -0.2093 4.1090 4.6379 -0.70
C -2.6000 -4.0980 -2.7603 0.45
C -3.7212 -0.8198 2.1429 -0.50
C 4.7137 -4.6241 0.3027 -0.88
C -3.9801 4.6782 -0.4031 -0.51
C 2.7008 -0.4069 -3.4114 -0.54
C 2.6875 2.3194 0.7576 -0.98
C 4.6337 -2.8938 -1.4137 -0.72
C -2.0760 3.4928 -1.0470 0.08
C 3.5222 0.8285 -3.0349 -0.39
C -0.7670 3.8189 3.2295 -0.05
C -2.2095 4.6867 -2.0149 -0.41
C -0.5149 -3.6660 -1.7717 0.89
C -0.9654 -5.1098 -1.5708 -0.65
C 5.6134 -3.7784 -0.6204 -0.71
C -4.4105 -1.1381 -0.5118 -0.86
C 2.6894 2.0820 -3.5767 -1.04
H 0.5926 2.3649 5.7500 0.24
H 6.1426 -4.4115 -1.3325 0.36
H -5.8927 -0.5138 1.9537 0.35
H -0.8677 -2.9255 -3.6955 0.43
H 2.8363 -1.3474 -2.8773 -0.06
H -4.9610 0.9038 2.1408 0.33
H 6.2116 -3.0888 -0.0248 0.33
H 3.6576 0.9022 -1.9558 0.14
H 3.1616 3.0307 -3.3215 0.44
H 2.5157 2.6463 -0.2679 0.10
H 4.3115 -5.5023 -0.2023 0.39
H 2.8039 -0.5542 -4.4865 0.45
H 2.5907 -1.9982 -0.8671 -0.32
H 2.6072 -0.6483 3.3838 0.31
H -2.4657 6.1781 -0.5109 0.29
H 3.7708 2.2080 0.8036 0.29
H -0.6375 -3.1271 -0.8322 -0.57
H -4.2134 0.9260 -0.0420 -0.17
H -3.0381 -0.3277 2.8351 0.03
H -0.8992 -5.3096 -0.5013 0.34
H -2.8428 4.2864 -2.8066 0.28
H -1.5797 4.5258 3.0625 0.23
H -0.7648 4.8953 5.1489 0.30
H 2.4288 3.2254 1.3057 0.19
H -4.8615 4.3191 -0.9344 0.28
H 2.0106 -2.2307 3.9133 0.44
H 1.1179 -1.7308 1.6234 -0.84
H 0.4336 2.5363 -3.5560 0.52
H -5.8754 0.3932 -0.1969 0.48
H -0.0619 3.8210 2.3982 0.04
H 1.4330 2.1233 -2.0596 -0.49
H 4.4950 0.6697 -3.5003 0.50
H -1.6892 -2.0528 -2.6132 -0.14
H 3.9562 -1.5391 0.1772 0.38
H 5.1844 -5.0080 1.2077 0.42
H 0.2127 -0.3459 2.2349 -1.49
H 4.1244 -3.4799 -2.1788 0.41
H 0.5697 -3.6590 -1.8797 0.19
H -3.5801 6.3278 -1.8737 0.37
H 2.7016 2.0410 -4.6659 0.38
H -1.2006 5.0184 -2.2605 0.31
H -5.2244 -1.8632 -0.5022 0.37
H -3.9930 -1.6906 2.7396 0.51
H 5.2196 -2.1606 -1.9680 0.35
H -0.2530 -5.7320 -2.1124 0.33
H -4.4828 5.0861 0.4739 0.36
H -3.9643 -1.1737 -1.5056 0.39
H -1.0778 2.9079 6.1982 0.30
H 0.7931 4.5082 4.4831 0.29
```

---

A structure of composition C27H49F2NO2ScSi2 in a non-equilibrium geometry, computed with ωB97M-V/def2-TZVPD.

Summary:
Charge: +1
ΔE to the lowest compared entry with this formula, charge and spin in eV: 0.000
E_tot in eV: -76262.7596

The geometry in XYZ format:
```
84
Properties=species:S:1:pos:R:3:mulliken_charge:R:1
Sc 0.7432 0.7425 0.9151 -1.22
Si 3.6816 0.9047 1.7849 0.40
Si 1.1202 1.8393 -2.5341 0.25
F -1.0484 2.4784 5.7125 -0.35
F -1.5179 5.6889 2.2895 -0.33
O -2.1586 -1.2617 -2.8939 -0.21
O -1.5497 -3.0214 -1.4947 -0.32
N 0.0643 -0.4275 2.7252 0.74
C -2.8881 -0.0245 -2.5987 0.33
C -3.5409 -3.4323 -0.2082 -1.44
C -0.4769 0.3309 3.7352 0.20
C -2.1793 -2.8106 -0.1401 0.33
C -0.3320 2.2487 -3.6611 -0.90
C -0.1998 -1.5059 5.2783 -0.51
C 0.4954 -4.0130 -0.4485 -1.32
C -0.6860 -0.2389 4.9877 -0.93
C 2.7225 -0.2440 0.6735 -0.60
C -0.7602 1.7462 3.4087 0.45
C -0.0811 -3.1693 -1.5683 0.44
C -3.1492 -2.5158 -4.7185 -1.17
C -1.3492 4.0707 4.0205 -1.04
C 0.4769 -1.6981 2.9805 0.01
C 2.6564 1.4662 3.2723 -0.84
C 4.1690 2.4784 0.8809 -0.93
C -4.1533 -0.2679 -1.8227 -1.36
C 2.5222 3.0564 -2.8275 -1.06
C 5.2271 0.0261 2.4052 -1.21
C -0.9493 3.4667 1.6805 -0.67
C -1.0856 2.7534 4.3604 0.48
C 0.5136 1.9628 -0.7379 -0.51
C 0.3981 -2.2492 4.2589 -1.03
C 1.5883 0.1199 -3.1194 -0.36
C -0.5989 2.2014 2.0983 0.70
C -1.2770 4.3889 2.6747 0.41
C -1.9807 -1.6686 -4.2952 -0.48
H -0.2954 -1.9064 6.2845 0.44
H -4.7261 -1.1187 -2.2073 0.29
H -4.7971 0.6137 -1.8864 0.45
H -3.4802 -4.5066 -0.4121 0.36
H 0.9291 2.9188 -0.3537 0.41
H 0.1034 -3.6211 -2.5492 0.33
H 2.9345 2.9470 -3.8417 0.36
H -3.4138 -3.2153 -3.9204 0.22
H 3.0394 -0.2474 -0.3832 0.30
H -0.5619 2.2031 -0.8523 0.37
H 2.7995 -1.2896 1.0192 0.40
H -1.8682 -0.7553 -4.8847 0.44
H 2.3756 -0.3460 -2.5186 0.30
H -1.6020 4.8127 4.7711 0.49
H -3.0850 0.4679 -3.5542 0.52
H -1.5166 -3.2810 0.5945 0.49
H -4.0058 -1.8717 -4.9450 0.32
H -3.9365 -0.4288 -0.7625 0.29
H 5.0535 -0.4679 3.3721 0.33
H -2.1857 0.5971 -2.0318 -0.30
H -4.0522 -3.3022 0.7459 0.41
H 0.3847 -2.1706 -1.5641 -0.15
H -1.0313 -2.2191 -4.3100 0.39
H -1.8887 -2.2028 -2.1150 0.51
H 3.3862 3.2502 0.9146 0.30
H 0.7106 -0.5414 -3.1161 -0.36
H -2.2192 -1.7199 0.0352 -0.11
H -0.2183 -4.6843 0.0401 0.43
H -1.0682 2.8672 -3.1361 0.37
H -2.9008 -3.0952 -5.6071 0.43
H 3.3517 2.9345 -2.1201 0.18
H 5.5310 -0.7475 1.6863 0.32
H 1.9399 0.1920 -4.1606 0.44
H 2.3789 0.6305 3.9309 0.23
H 5.0673 2.8929 1.3634 0.41
H 0.8747 -2.2705 2.1360 0.13
H 2.1600 4.0902 -2.7333 0.30
H -1.2103 0.3556 5.7250 0.59
H 1.2939 -4.6339 -0.8646 0.41
H -0.8436 1.3430 -4.0137 -0.01
H -0.9510 3.7625 0.6367 0.54
H 0.0134 2.8000 -4.5447 0.45
H -4.1782 -2.9993 -0.9890 0.22
H 4.4083 2.2725 -0.1703 0.16
H 0.7978 -3.2455 4.4382 0.45
H 0.9711 -3.3902 0.3191 0.14
H 1.7378 2.0474 3.0765 0.22
H 3.3082 2.1355 3.8571 0.51
H 6.0685 0.7224 2.5278 0.35
```